[1]
Formula: C4H37NO15S
Source: the Open Molecules 2025 dataset
Level of theory: wB97M-V/def2-TZVPD

Properties
* electronic energy: -47783.9007 eV
* HOMO energy: -9.18 eV

CARTESIAN COORDINATES (ANGSTROEM)
C: -0.81 1.05 -0.39
N: 0.25 1.05 0.67
C: 1.61 1.37 0.17
C: 1.48 2.93 0.09
S: 2.68 3.27 -1.32
C: 2.65 0.89 1.16
O: 2.66 -0.58 0.75
H: -0.27 0.87 -1.26
H: -1.61 0.37 -0.43
H: -1.08 2.07 -0.36
H: 0.34 0.21 1.15
H: 1.70 0.99 -0.87
H: 0.63 3.55 -0.07
H: 1.92 3.32 1.12
H: 1.95 3.93 -2.15
H: 3.65 1.43 1.18
H: -1.10 -1.96 -0.04
H: -2.41 -1.43 0.31
O: -1.63 -1.74 0.67
H: -0.69 -3.21 -1.78
H: -1.12 -4.70 -1.25
O: -0.46 -3.96 -1.18
H: 1.82 0.20 2.84
H: 1.11 -1.87 2.77
O: 2.35 0.94 2.50
H: -3.74 0.10 -0.84
H: -3.77 0.27 0.62
O: -3.86 -0.44 -0.05
H: -2.57 2.02 1.64
H: -2.13 0.71 1.92
O: -2.92 1.20 1.92
H: -2.51 1.12 -2.31
H: -3.34 0.30 -3.23
O: -3.41 0.82 -2.44
H: -1.27 3.81 2.36
H: -0.23 2.71 1.76
O: -0.99 3.33 1.56
H: -1.95 -1.24 -2.67
H: -2.49 -2.25 -1.82
O: -1.81 -2.06 -2.33
H: -0.29 0.19 -2.63
H: -0.29 0.37 -4.09
O: -0.92 0.33 -3.39
H: 3.12 -1.16 1.44
H: 1.72 -1.62 4.20
O: 2.04 -1.70 3.28
H: 3.71 -0.45 -1.06
H: 4.76 0.29 -2.08
O: 4.14 -0.44 -1.84
H: -1.87 -0.28 3.59
H: -0.87 -0.83 2.49
O: -1.00 -0.56 3.40
H: -0.31 -3.32 0.64
H: 1.10 -3.48 1.24
O: 0.36 -2.97 1.22
H: 1.68 -1.43 -1.53
H: 2.64 -1.06 -2.72
O: 1.65 -1.29 -2.50

[2]
Formula: C48H40N8O16
Source: the Open Molecules 2025 dataset
Level of theory: wB97M-V/def2-TZVPD

Properties
* electronic energy: -95081.7125 eV
* HOMO energy: -9.90 eV

CARTESIAN COORDINATES (ANGSTROEM)
O: -20.79 -13.43 2.68
N: -20.87 -14.03 1.61
O: -20.85 -13.55 0.47
C: -21.15 -15.47 1.66
C: -20.82 -16.18 2.85
C: -21.10 -17.53 2.85
C: -21.68 -18.22 1.81
C: -21.94 -17.53 0.63
C: -21.61 -16.16 0.49
H: -20.35 -15.63 3.65
H: -20.86 -17.99 3.80
H: -21.98 -19.24 1.99
H: -22.34 -18.01 -0.25
H: -21.83 -15.66 -0.44
O: -21.95 -16.93 -8.10
N: -21.31 -16.09 -7.63
O: -20.15 -16.18 -7.30
C: -22.06 -14.87 -7.16
C: -23.47 -14.76 -7.34
C: -24.16 -13.67 -6.84
C: -23.45 -12.66 -6.25
C: -22.10 -12.73 -6.04
C: -21.36 -13.84 -6.50
H: -23.99 -15.58 -7.82
H: -25.22 -13.57 -7.02
H: -24.02 -11.80 -5.94
H: -21.56 -11.95 -5.53
H: -20.28 -13.81 -6.42
O: -17.04 -12.13 -10.01
N: -17.37 -11.63 -8.95
O: -17.73 -10.48 -8.76
C: -17.41 -12.51 -7.74
C: -17.20 -13.88 -7.85
C: -17.16 -14.77 -6.82
C: -17.51 -14.25 -5.62
C: -17.75 -12.85 -5.39
C: -17.74 -12.02 -6.50
H: -16.92 -14.28 -8.82
H: -16.99 -15.82 -7.03
H: -17.48 -14.85 -4.73
H: -17.96 -12.51 -4.39
H: -17.87 -10.97 -6.28
O: -16.57 -5.89 -4.02
N: -17.05 -6.30 -2.94
O: -18.24 -6.42 -2.74
C: -16.15 -6.75 -1.89
C: -16.70 -7.56 -0.84
C: -15.85 -8.28 0.02
C: -14.48 -8.01 -0.08
C: -13.96 -7.04 -0.95
C: -14.79 -6.41 -1.88
H: -17.76 -7.75 -0.89
H: -16.13 -9.04 0.73
H: -13.73 -8.56 0.46
H: -12.89 -7.01 -1.06
H: -14.39 -5.83 -2.70
O: -13.60 -15.43 -0.61
N: -14.86 -15.45 -0.53
O: -15.61 -14.98 -1.41
C: -15.47 -16.15 0.60
C: -16.85 -16.33 0.67
C: -17.40 -16.97 1.78
C: -16.60 -17.42 2.81
C: -15.25 -17.21 2.77
C: -14.63 -16.58 1.65
H: -17.41 -16.05 -0.21
H: -18.48 -17.02 1.83
H: -16.95 -17.90 3.71
H: -14.64 -17.41 3.64
H: -13.58 -16.33 1.70
O: -27.75 -15.80 -0.78
N: -26.60 -15.50 -0.94
O: -25.59 -16.10 -0.53
C: -26.35 -14.29 -1.73
C: -27.34 -13.62 -2.42
C: -27.12 -12.39 -2.96
C: -25.88 -11.78 -3.00
C: -24.87 -12.47 -2.31
C: -25.11 -13.66 -1.68
H: -28.37 -13.95 -2.45
H: -28.00 -11.93 -3.38
H: -25.74 -10.88 -3.57
H: -23.91 -11.99 -2.22
H: -24.28 -14.06 -1.12
O: -19.40 -20.34 -0.96
N: -19.36 -19.34 -1.74
O: -19.40 -18.21 -1.33
C: -19.16 -19.54 -3.22
C: -18.92 -18.39 -4.02
C: -18.75 -18.57 -5.36
C: -18.95 -19.78 -5.95
C: -19.33 -20.91 -5.18
C: -19.38 -20.75 -3.82
H: -18.76 -17.45 -3.51
H: -18.53 -17.77 -6.05
H: -18.82 -19.81 -7.02
H: -19.44 -21.87 -5.68
H: -19.63 -21.59 -3.19
O: -22.05 -14.04 -2.35
N: -20.88 -14.26 -2.55
O: -20.41 -15.34 -2.90
C: -19.88 -13.16 -2.35
C: -20.22 -11.79 -2.59
C: -19.25 -10.82 -2.46
C: -17.95 -11.15 -2.08
C: -17.60 -12.44 -1.74
C: -18.52 -13.44 -2.01
H: -21.19 -11.50 -2.96
H: -19.47 -9.80 -2.76
H: -17.29 -10.31 -1.91
H: -16.59 -12.63 -1.40
H: -18.24 -14.48 -1.91

no.,frontier orbital gap (eV)
1,9.42
2,8.88